# C9H8ClO3

An isolated ion of composition C9H8ClO3 and charge -1 (ωB97M-V with the def2-TZVPD basis set, the OMol25 dataset).

Geometry (Å):
1 C 1.92 1.20 0.09
2 C 0.90 2.04 -0.57
3 C 1.49 0.25 0.95
4 C -0.45 1.97 -0.34
5 C 0.13 -0.07 1.15
6 C -0.83 0.95 0.59
7 C -1.11 -1.82 -0.02
8 C -1.19 -1.58 -1.34
9 C -2.13 0.61 0.96
10 O -0.08 -1.55 0.74
11 O -2.07 -2.63 0.55
12 O -2.66 -0.19 1.70
13 Cl -3.38 1.56 0.09
14 H 3.01 1.37 0.05
15 H 1.34 2.67 -1.32
16 H 2.24 -0.41 1.38
17 H -1.10 2.75 -0.64
18 H -0.30 -0.28 2.21
19 H -0.32 -1.26 -1.96
20 H -2.16 -1.59 -1.71
21 H -2.30 -2.35 1.48

Output
- Charge: -1
- 2S+1: 3
- Expectation value of S²: 2.01
- E_HOMO (spin up / spin down): -1.035 / -4.669 eV
- Kohn-Sham gap (spin up / spin down): 4.6 / 6.9 eV

=====

# C9H8F15O17S5V

C9H8F15O17S5V as an isolated structure (ωB97M-V with the def2-TZVPD basis set, the OMol25 dataset).

Geometry (Å):
1 O -5.44 -8.06 -5.39
2 V -5.25 -6.78 -4.61
3 C -9.20 -8.33 -5.26
4 F -8.05 -9.04 -5.16
5 F -9.91 -8.61 -6.41
6 F -10.00 -8.66 -4.24
7 S -8.89 -6.34 -5.41
8 O -9.61 -5.90 -6.61
9 O -9.45 -5.88 -4.12
10 O -7.43 -6.17 -5.42
11 C -8.20 -9.09 -1.27
12 F -9.26 -9.46 -1.99
13 F -8.57 -9.01 -0.01
14 F -7.19 -9.97 -1.37
15 S -7.63 -7.24 -1.75
16 O -6.90 -7.24 -3.02
17 O -8.91 -6.49 -1.86
18 O -6.77 -6.71 -0.70
19 C -0.96 -4.65 -3.76
20 F -0.81 -4.39 -5.05
21 F -0.41 -5.76 -3.38
22 F -0.31 -3.66 -3.19
23 S -2.79 -4.69 -3.20
24 O -3.29 -3.35 -3.55
25 O -3.51 -5.74 -3.97
26 O -2.89 -4.94 -1.76
27 C -6.20 -2.13 -3.13
28 F -5.86 -1.92 -4.41
29 F -5.48 -1.50 -2.23
30 F -7.33 -1.52 -3.02
31 S -6.49 -4.04 -2.73
32 O -5.72 -4.35 -1.56
33 O -7.95 -4.17 -2.60
34 O -6.02 -4.85 -3.87
35 C -3.31 -10.23 -1.77
36 F -4.51 -10.65 -1.46
37 F -2.50 -10.45 -0.76
38 F -2.75 -10.85 -2.85
39 S -3.34 -8.36 -2.08
40 O -3.81 -7.73 -0.85
41 O -1.98 -7.96 -2.52
42 O -4.38 -8.16 -3.08
43 C -3.77 -4.13 -7.55
44 C -3.84 -5.20 -8.55
45 C -4.79 -6.27 -7.93
46 O -4.92 -5.73 -6.57
47 C -4.83 -4.28 -6.52
48 H -3.78 -3.19 -8.10
49 H -2.79 -4.22 -7.09
50 H -2.85 -5.51 -8.89
51 H -4.37 -4.91 -9.45
52 H -4.35 -7.27 -7.97
53 H -5.79 -6.25 -8.36
54 H -4.54 -3.78 -5.59
55 H -5.80 -3.83 -6.73

Output
- Charge: -4
- 2S+1: 3
- Expectation value of S²: 2.02
- E_HOMO (spin up / spin down): 5.492 / 2.749 eV
- Kohn-Sham gap (spin up / spin down): 2.5 / 5.2 eV

=====

# C9H8N

An isolated ion of composition C9H8N and charge +1 (ωB97M-V with the def2-TZVPD basis set, the OMol25 dataset).

Geometry (Å):
1 C 0.39 0.71 -1.79
2 C 1.04 0.03 -0.99
3 C -0.74 -1.59 0.67
4 C 0.42 -1.03 1.03
5 C -1.57 0.39 -0.68
6 C -1.66 -1.02 -0.42
7 C -0.95 1.20 -1.74
8 C 1.11 0.04 0.40
9 C 2.00 0.96 1.01
10 N -1.13 1.44 -0.23
11 H -1.13 -2.27 1.40
12 H 0.91 -1.45 1.98
13 H -1.31 -1.58 -1.33
14 H -2.66 -1.33 -0.21
15 H -1.41 1.82 -2.57
16 H 1.83 1.90 0.60
17 H 3.01 0.71 0.86
18 H 1.86 1.08 2.02

Output
- Charge: +1
- E_HOMO: -14.140 eV
- Kohn-Sham gap: 7.7 eV

=====

# C9H8N2

One molecule with the formula C9H8N2 (ωB97M-V with the def2-TZVPD basis set, the OMol25 dataset).

Geometry (Å):
1 C 2.44 1.81 -0.77
2 C 1.91 0.78 -1.56
3 C 0.83 0.10 -1.25
4 C 0.14 0.33 -0.08
5 C -0.98 -0.53 0.41
6 N -2.11 -0.08 1.06
7 C -2.92 -1.15 1.21
8 C -2.34 -2.28 0.58
9 N -1.15 -1.85 0.11
10 C 0.60 1.27 0.80
11 C 1.82 1.98 0.46
12 H 3.38 2.48 -1.04
13 H 2.25 0.60 -2.72
14 H 0.55 -0.84 -2.02
15 H -3.91 -0.97 1.60
16 H -2.48 -3.44 0.51
17 H -0.45 -2.31 -0.17
18 H 0.29 1.54 1.86
19 H 2.13 2.55 1.04

Output
- E_HOMO: -8.135 eV
- Kohn-Sham gap: 8.9 eV

=====

# C9H8N2

One molecule with the formula C9H8N2 (ωB97M-V with the def2-TZVPD basis set, the OMol25 dataset).

Geometry (Å):
1 C 1.62 -1.28 0.22
2 C 2.92 -1.04 -0.19
3 C 0.83 -0.18 0.30
4 C 1.53 1.08 0.18
5 C -0.56 -0.10 0.32
6 C -0.99 1.32 0.05
7 C -1.23 0.91 1.36
8 C -1.71 -0.61 -0.58
9 C -2.00 0.92 -0.87
10 N 3.54 0.08 -0.23
11 N 2.78 1.14 -0.12
12 H 1.30 -2.27 0.45
13 H 3.48 -1.96 -0.54
14 H -2.08 0.45 1.66
15 H -0.63 1.23 2.11
16 H -1.45 -1.01 -1.49
17 H -2.45 -1.09 0.06
18 H -3.10 1.31 -0.78
19 H -1.79 1.08 -1.88

Output
- E_HOMO (spin up / spin down): -8.854 / -8.553 eV
- Kohn-Sham gap (spin up / spin down): 8.4 / 8.0 eV

=====

# C9H8N2

One molecule with the formula C9H8N2 (ωB97M-V with the def2-TZVPD basis set, the OMol25 dataset).

Geometry (Å):
1 C 0.04 -1.44 1.57
2 C 1.21 -1.23 2.07
3 C -1.15 -1.42 1.12
4 C 1.57 1.14 0.61
5 C -1.56 -0.26 0.38
6 C 2.32 -0.55 2.24
7 C 2.41 0.83 1.58
8 C -2.98 0.13 0.12
9 C 1.15 -0.19 -1.28
10 N -0.70 0.64 -0.02
11 N 0.63 0.46 -0.04
12 H 3.14 -0.98 2.87
13 H 3.10 1.43 1.97
14 H -3.71 -0.48 0.83
15 H -3.06 1.26 0.35
16 H -3.18 -0.13 -0.93
17 H 1.73 -1.11 -1.06
18 H 0.36 -0.43 -2.02
19 H 1.87 0.49 -1.79

Output
- 2S+1: 3
- Expectation value of S²: 2.09
- E_HOMO (spin up / spin down): -5.851 / -8.144 eV
- Kohn-Sham gap (spin up / spin down): 4.9 / 6.7 eV

=====

# C9H8N2O

One molecule with the formula C9H8N2O (ωB97M-V with the def2-TZVPD basis set, the OMol25 dataset).

Geometry (Å):
1 C -3.21 -0.77 0.15
2 C -1.90 -0.05 -0.09
3 N -1.87 1.32 -0.28
4 C -0.53 1.90 -0.24
5 O -0.35 3.07 -0.12
6 C 0.57 0.91 -0.19
7 C 1.91 1.49 0.09
8 C 2.82 0.44 0.16
9 C 2.61 -0.95 -0.17
10 C 1.34 -1.44 -0.33
11 C 0.29 -0.39 -0.40
12 N -0.94 -0.89 -0.13
13 H -3.34 -0.89 1.25
14 H -3.53 -1.53 -0.67
15 H -3.72 0.19 0.10
16 H 2.25 2.53 0.13
17 H 3.81 0.64 0.38
18 H 3.74 -1.26 0.15
19 H 1.11 -2.50 -0.28
20 H -1.05 -1.81 0.49

Output
- E_HOMO: -8.962 eV
- Kohn-Sham gap: 9.2 eV

=====

# C9H8N2O2

One molecule with the formula C9H8N2O2 (ωB97M-V with the def2-TZVPD basis set, the OMol25 dataset).

Geometry (Å):
1 N -0.32 -2.81 -0.89
2 C -0.39 -1.68 -0.06
3 C -1.21 -1.53 1.01
4 C -1.33 -0.20 1.61
5 O -2.17 -0.06 2.69
6 C -0.69 0.91 1.18
7 O -0.94 2.12 1.87
8 C 0.20 0.75 0.08
9 C 0.94 1.81 -0.48
10 C 1.68 1.61 -1.67
11 C 1.70 0.33 -2.25
12 N 1.06 -0.71 -1.71
13 C 0.36 -0.52 -0.57
14 H -0.55 -3.69 -0.49
15 H 0.43 -2.87 -1.56
16 H -1.82 -2.34 1.35
17 H -2.00 0.87 2.93
18 H -0.16 2.60 2.35
19 H 0.73 2.85 -0.10
20 H 2.17 2.48 -2.15
21 H 2.32 0.09 -3.14

Output
- E_HOMO: -7.690 eV
- Kohn-Sham gap: 8.0 eV

=====

# C9H8N2O2S

One molecule with the formula C9H8N2O2S (ωB97M-V with the def2-TZVPD basis set, the OMol25 dataset).

Geometry (Å):
1 C -2.81 0.93 0.19
2 C -2.02 2.03 0.51
3 C -2.21 -0.18 -0.26
4 C -0.68 1.92 0.33
5 C -0.80 -0.53 -0.26
6 C -0.07 0.68 0.04
7 C 1.05 -2.37 -0.62
8 C -0.36 -1.82 -0.64
9 C 2.58 0.12 1.05
10 N 1.67 -2.03 0.68
11 N 2.27 -1.12 1.14
12 O 2.03 0.35 -1.62
13 O 2.14 2.38 -0.23
14 S 1.74 0.97 -0.31
15 H -3.83 0.85 0.17
16 H -2.38 2.93 0.81
17 H -2.80 -0.92 -0.58
18 H 0.03 2.83 0.51
19 H 0.92 -3.38 -0.84
20 H 1.86 -1.88 -1.24
21 H -1.25 -2.40 -0.74
22 H 2.90 0.63 1.91

Output
- E_HOMO (spin up / spin down): -8.172 / -8.783 eV
- Kohn-Sham gap (spin up / spin down): 7.2 / 7.2 eV

=====

# C9H8N2OS

C9H8N2OS as an isolated structure (ωB97M-V with the def2-TZVPD basis set, the OMol25 dataset).

Geometry (Å):
1 C 1.49 3.23 2.41
2 C 0.72 2.50 -0.09
3 C -0.03 0.75 -0.83
4 C -0.50 -0.63 -0.83
5 C -0.28 -1.46 0.39
6 C -0.69 -2.78 0.51
7 C -1.12 -3.47 -0.59
8 C -1.19 -2.79 -1.80
9 C -1.09 -1.35 -1.91
10 H 0.51 3.35 3.02
11 H 2.37 3.93 3.02
12 H 1.75 2.01 2.35
13 H 0.18 -0.86 1.28
14 H -0.52 -3.30 1.58
15 H -1.58 -4.49 -0.64
16 H -1.38 -3.28 -2.77
17 H -1.17 -0.81 -2.90
18 N 0.54 1.35 0.33
19 N 0.11 1.50 -1.91
20 O 0.53 2.67 -1.38
21 S 1.35 3.92 0.75

Output
- E_HOMO: -8.920 eV
- Kohn-Sham gap: 9.2 eV

=====

# C9H8N2S

One molecule with the formula C9H8N2S (ωB97M-V with the def2-TZVPD basis set, the OMol25 dataset).

Geometry (Å):
1 C -1.52 -1.93 2.95
2 C -0.90 -1.76 1.58
3 C -0.88 -2.69 0.60
4 S -0.42 -1.93 -1.03
5 C -0.24 -0.35 -0.08
6 C 0.30 0.85 -0.70
7 C 1.00 0.68 -1.91
8 C 1.55 1.71 -2.61
9 C 1.47 2.94 -1.95
10 N 0.73 3.21 -0.83
11 C 0.12 2.22 -0.19
12 N -0.59 -0.48 1.21
13 H -0.71 -2.01 3.69
14 H -1.89 -2.99 3.01
15 H -2.29 -1.15 3.20
16 H -1.18 -3.71 0.37
17 H 1.23 -0.30 -2.35
18 H 2.32 1.48 -3.54
19 H 2.33 3.75 -2.20
20 H -0.44 2.45 0.78

Output
- E_HOMO: -8.475 eV
- Kohn-Sham gap: 8.2 eV

=====

# C9H8NO2S

A 2-piece molecular cluster, C9H8NO2S overall (ωB97M-V with the def2-TZVPD basis set, the OMol25 dataset).

Geometry (Å):
1 C -1.19 -0.90 -2.18
2 C 0.97 -0.89 3.15
3 C -0.36 -0.47 2.93
4 C 1.77 -1.08 2.03
5 C -0.91 -0.34 1.64
6 C 1.30 -0.66 0.83
7 C -0.01 -0.33 0.60
8 C 0.69 0.79 -2.48
9 C -0.70 0.35 -2.02
10 N -1.56 -2.01 -2.37
11 O -1.26 2.91 -1.01
12 O -2.62 1.95 -2.81
13 S -2.03 1.74 -1.49
14 H 1.51 -1.24 4.04
15 H -1.19 -0.38 3.73
16 H 2.72 -1.54 2.06
17 H -2.02 -0.23 1.52
18 H 1.89 -0.72 -0.20
19 H 0.53 1.12 -3.55
20 H 0.98 1.79 -1.99
21 H 1.49 0.13 -2.42

Output
- Charge: -1
- E_HOMO (spin up / spin down): -4.349 / -4.349 eV
- Kohn-Sham gap (spin up / spin down): 6.4 / 6.4 eV